Below is a structure of composition C24H44Cl10CuMgO15S in a non-equilibrium geometry, with properties calculated with ωB97M-V with the def2-TZVPD basis set.

Geometry as XYZ:
```
96
C24H44Cl10CuMgO15S | the Open Molecules 2025 dataset | ωB97M-V with the def2-TZVPD basis set
Mg -0.613 -1.006 2.466
Cu -2.759 1.390 0.634
S -0.350 -0.784 0.007
O -1.097 -1.720 0.836
O 0.592 -0.467 1.123
O 0.218 -1.388 -1.198
O -1.240 0.321 -0.243
C -2.837 0.759 3.701
O -1.993 0.525 2.653
H -3.725 1.211 3.258
H -3.277 -0.118 4.175
H -2.331 1.236 4.540
C -1.095 -2.988 4.814
O -0.552 -2.630 3.583
H -2.151 -3.217 4.677
H -0.616 -3.887 5.201
H -0.858 -2.264 5.594
C -7.635 1.082 -3.667
C -6.546 0.034 -3.426
C -5.408 -0.133 -4.466
O -4.326 0.099 -3.605
C -4.679 0.484 -2.365
O -3.901 0.640 -1.375
O -5.978 0.312 -2.232
H -8.344 0.982 -2.845
H -8.129 0.911 -4.623
H -7.133 2.045 -3.759
H -6.935 -0.971 -3.261
H -5.560 0.665 -5.192
H -5.320 -1.133 -4.891
C 2.549 3.819 5.748
C 2.771 2.577 4.852
C 3.463 1.342 5.509
O 2.774 0.272 4.984
C 1.642 0.691 4.368
O 0.803 -0.085 3.878
O 1.568 2.084 4.381
H 3.207 3.873 6.615
H 1.525 3.977 6.084
H 2.686 4.682 5.097
H 3.406 2.842 4.007
H 3.239 1.322 6.575
H 4.523 1.124 5.381
C 3.229 4.392 -0.036
C 2.361 3.899 1.148
C 1.575 5.017 1.835
O 0.219 4.628 1.892
C 0.107 3.555 1.108
O -0.929 2.950 0.942
O 1.289 3.305 0.382
H 4.125 4.991 0.120
H 2.684 4.815 -0.880
H 3.695 3.494 -0.441
H 2.781 3.224 1.894
H 1.649 5.899 1.198
H 2.102 5.203 2.771
Cl 1.296 -5.741 -0.742
C 1.801 -4.210 0.023
C 1.346 -4.050 1.502
Cl 2.137 -5.218 2.555
H 1.551 -3.407 -0.671
H 2.883 -4.107 -0.070
H 0.269 -4.199 1.572
H 1.515 -3.044 1.886
Cl 3.904 -1.179 -5.227
C 3.239 -2.798 -4.898
C 1.750 -2.629 -4.548
Cl 0.975 -1.915 -6.002
H 3.907 -3.075 -4.083
H 3.409 -3.359 -5.817
H 1.527 -1.965 -3.712
H 1.267 -3.575 -4.304
Cl 4.543 -1.704 -1.540
C 3.235 -0.823 -0.837
C 3.649 0.166 0.236
Cl 4.438 -0.576 1.669
H 2.520 -1.554 -0.461
H 2.697 -0.376 -1.673
H 2.703 0.605 0.550
H 4.402 0.884 -0.087
Cl -1.175 1.909 -4.786
C -0.142 0.852 -3.718
C 0.440 1.688 -2.527
Cl 1.254 3.192 -3.114
H 0.717 0.312 -4.117
H -0.804 0.110 -3.271
H 1.233 1.173 -1.986
H -0.391 2.051 -1.922
Cl -3.223 -4.882 -1.418
C -1.750 -4.019 -2.022
C -2.170 -2.687 -2.784
Cl -2.914 -3.091 -4.340
H -1.108 -4.707 -2.573
H -1.198 -3.726 -1.129
H -1.289 -2.065 -2.944
H -2.909 -2.139 -2.199
```

Calculated values
2S+1 ... 2
Molar mass ... 1047.05 g/mol
E_HOMO (spin up / spin down) ... -8.01 / -8.00 eV
Net charge ... 0
Expectation value of S² ... 0.75
F_max ... 5.75 eV/Å
E_LUMO (spin up / spin down) ... -0.001 / -0.137 Eh

Below is a cluster of 18 separate species, C24H44Cl34N in total in a non-equilibrium geometry, with properties calculated with ωB97M-V with the def2-TZVPD basis set.

Geometry as XYZ:
```
103
C24H44Cl34N | the Open Molecules 2025 dataset | ωB97M-V with the def2-TZVPD basis set
C 1.996 3.418 -1.819
C 1.572 2.204 -1.487
C 1.019 0.686 -1.272
C 0.973 0.005 -2.735
N 0.298 0.733 -3.634
C 0.376 0.019 -4.949
C 1.738 -0.855 -4.876
C 1.614 -1.355 -3.312
H 2.315 4.302 -2.501
H 1.692 0.101 -0.538
H -0.056 0.754 -0.821
H -0.203 1.634 -3.496
H 0.635 0.895 -5.678
H -0.565 -0.448 -5.415
H 1.788 -1.656 -5.697
H 2.679 -0.168 -4.852
H 0.857 -2.240 -3.388
H 2.597 -1.731 -2.857
C -2.243 -2.138 -3.210
Cl -3.402 -1.634 -4.444
Cl -1.807 -3.841 -3.398
H -1.342 -1.531 -3.301
H -2.687 -1.993 -2.226
C -5.542 -0.341 -1.233
Cl -3.908 0.235 -1.595
Cl -5.553 -2.086 -0.948
H -5.906 0.167 -0.341
H -6.191 -0.115 -2.077
C -3.021 -0.705 1.738
Cl -3.107 0.518 3.011
Cl -1.524 -1.639 1.850
H -3.870 -1.381 1.838
H -3.057 -0.209 0.770
C -0.323 -1.918 5.446
Cl -1.182 -2.739 6.754
Cl -0.073 -0.208 5.822
H 0.646 -2.394 5.304
H -0.911 -1.997 4.531
C 0.749 5.156 1.697
Cl 1.387 4.771 0.092
Cl 0.450 3.685 2.631
H 1.473 5.774 2.229
H -0.188 5.702 1.584
C 4.236 3.172 1.429
Cl 5.868 3.762 1.092
Cl 4.234 1.427 1.717
H 3.852 3.678 2.315
H 3.597 3.390 0.573
C 5.706 2.692 5.267
Cl 3.984 2.986 5.543
Cl 6.703 3.719 6.304
H 5.926 1.647 5.486
H 5.940 2.908 4.224
C 7.098 3.175 -2.694
Cl 5.376 3.465 -2.416
Cl 8.093 4.203 -1.657
H 7.321 2.130 -2.477
H 7.330 3.392 -3.737
C -3.326 3.416 0.637
Cl -2.181 2.656 -0.476
Cl -3.656 5.088 0.169
H -4.260 2.853 0.624
H -2.903 3.405 1.642
C -6.101 3.501 -2.094
Cl -5.461 3.344 -3.734
Cl -7.169 2.150 -1.693
H -5.270 3.516 -1.390
H -6.663 4.431 -2.021
C -5.703 6.735 -4.498
Cl -6.476 6.936 -2.919
Cl -5.756 8.236 -5.429
H -4.663 6.447 -4.349
H -6.227 5.956 -5.051
C 5.044 -0.527 -6.983
Cl 5.050 0.531 -5.566
Cl 5.971 -2.001 -6.683
H 4.015 -0.798 -7.219
H 5.487 0.005 -7.825
C -0.527 -5.914 5.263
Cl 0.568 -4.777 4.461
Cl -1.245 -7.034 4.101
H 0.034 -6.483 6.004
H -1.322 -5.353 5.753
C 5.254 -1.519 -1.468
Cl 6.422 -2.271 -2.560
Cl 4.913 0.149 -1.949
H 4.327 -2.092 -1.492
H 5.662 -1.519 -0.457
C -6.528 1.818 4.869
Cl -5.440 2.963 4.074
Cl -7.240 0.699 3.701
H -5.964 1.248 5.608
H -7.326 2.372 5.362
C 3.141 -7.343 4.787
Cl 3.775 -7.740 3.185
Cl 2.841 -8.804 5.735
H 3.868 -6.723 5.311
H 2.205 -6.797 4.672
C -2.512 -10.521 3.080
Cl -2.549 -10.290 4.832
Cl -2.642 -8.977 2.228
H -1.573 -11.000 2.805
H -3.349 -11.157 2.790
```

Calculated values
Molar mass ... 1552.03 g/mol
E_HOMO ... -12.08 eV
Net charge ... +1
F_max ... 8.27 eV/Å
E_LUMO ... -0.158 Eh

Below is a structure of composition C24H44Cl3N2O4SiSn in a non-equilibrium geometry, with properties calculated with ωB97M-V with the def2-TZVPD basis set.

Geometry as XYZ:
```
79
C24H44Cl3N2O4SiSn | the Open Molecules 2025 dataset | ωB97M-V with the def2-TZVPD basis set
C -1.755 -2.036 -3.124
C -1.238 -2.854 -1.994
H -1.703 -2.575 -4.073
H -1.179 -1.106 -3.217
H -2.805 -1.749 -2.960
C -0.700 -4.082 -2.108
C -0.508 -4.803 -3.404
H -0.407 -4.642 -1.221
H -0.512 -4.125 -4.264
H -1.277 -5.570 -3.575
H 0.456 -5.330 -3.385
Sn -0.094 0.721 0.239
Cl -2.416 1.043 0.522
Cl 0.971 2.336 -1.127
H 0.843 4.938 4.047
H -1.315 5.883 3.202
C 1.119 4.610 3.045
C -0.999 5.621 2.187
N -0.093 4.463 2.249
H 1.644 3.653 3.089
C -0.389 3.325 1.648
O 0.286 2.246 1.807
H -1.873 5.338 1.590
H -1.269 3.336 0.994
H 1.767 5.369 2.602
H -0.496 6.479 1.729
H 1.377 -1.305 -2.655
H 2.369 -3.674 -1.165
C 2.367 -0.951 -2.317
C 3.208 -2.952 -1.125
N 2.764 -1.566 -1.064
H 2.386 0.138 -2.239
C 2.664 -1.013 0.153
O 2.079 0.070 0.434
H 3.820 -3.162 -0.230
H 3.142 -1.600 0.966
H 3.101 -1.278 -3.060
H 3.830 -3.085 -2.018
O -0.281 -1.112 -0.785
C -1.249 -2.129 -0.672
C 0.175 -3.481 1.004
C -1.071 -3.037 0.553
H 1.078 -3.044 0.576
C 0.215 -4.493 1.983
H -2.270 -1.715 -0.584
C -2.250 -3.484 1.150
H 1.202 -4.875 2.304
C -0.971 -5.011 2.512
C -2.217 -4.509 2.099
H -3.186 -3.050 0.813
H -0.922 -5.799 3.269
H -3.147 -4.896 2.515
Si -0.631 3.404 -3.329
Cl -1.158 1.335 -3.378
C 1.196 3.952 -3.376
C -1.845 4.174 -2.143
C -0.985 4.480 -4.898
H 1.957 3.309 -2.916
H 1.218 4.909 -2.840
H 1.535 4.085 -4.411
H -0.218 4.342 -5.666
H -0.921 5.543 -4.560
H -1.981 4.340 -5.331
H -1.963 3.637 -1.194
H -2.841 4.243 -2.615
H -1.502 5.194 -1.945
C -0.195 -0.143 4.862
C 1.038 -1.001 4.594
C 1.260 -0.838 3.099
O 0.074 -0.290 2.478
C -0.912 -0.012 3.528
H -0.845 -0.589 5.617
H 0.096 0.842 5.250
H 0.853 -2.059 4.827
H 1.922 -0.657 5.151
H 2.090 -0.164 2.874
H 1.514 -1.795 2.622
H -1.744 -0.716 3.428
H -1.284 1.003 3.356
```

Calculated values
Molar mass ... 677.78 g/mol
Energy above the lowest of the compared OMol25 structures with the same formula, charge and spin ... 0.0000 eV
E_HOMO ... -0.71 eV
Net charge ... -1
F_max ... 4.94 eV/Å
E_LUMO ... 0.093 Eh

Below is a structure of composition C24H44ClF5OP2V in a non-equilibrium geometry, with properties calculated with ωB97M-V with the def2-TZVPD basis set.

Geometry as XYZ:
```
78
C24H44ClF5OP2V | the Open Molecules 2025 dataset | ωB97M-V with the def2-TZVPD basis set
V -0.035 0.020 -1.290
Cl -0.137 0.088 -3.534
P -0.359 -2.303 -1.040
C 0.663 -3.173 -2.350
C -0.143 -3.550 0.334
C -2.124 -2.550 -1.577
C 2.056 -2.533 -2.415
H 0.113 -2.919 -3.276
C 0.774 -4.704 -2.218
H 1.503 -5.004 -1.453
H 1.141 -5.092 -3.178
H -0.186 -5.191 -2.019
H 2.002 -1.542 -2.881
H 2.719 -3.171 -3.016
H 2.510 -2.404 -1.421
H -2.135 -2.000 -2.538
C -3.132 -1.885 -0.622
C -2.454 -4.028 -1.821
H -1.923 -4.414 -2.697
H -3.530 -4.113 -2.017
H -2.241 -4.652 -0.940
H -2.662 -1.140 0.041
H -3.678 -2.616 -0.009
H -3.879 -1.349 -1.223
C 1.296 -3.376 0.799
H -0.278 -4.570 -0.062
C -1.177 -3.308 1.415
H 2.001 -3.663 0.008
H 1.518 -4.025 1.655
H 1.476 -2.333 1.112
H -1.181 -2.249 1.728
H -0.935 -3.908 2.301
H -2.173 -3.635 1.091
H 1.270 -0.423 -0.603
H -1.293 0.421 -0.495
P 0.305 2.385 -0.981
C -0.842 3.287 -2.150
C 0.244 3.593 0.439
C 1.998 2.633 -1.705
C -2.229 2.638 -2.096
H -0.387 3.069 -3.133
C -0.945 4.811 -1.953
H -1.590 5.077 -1.106
H -1.414 5.227 -2.855
H 0.028 5.298 -1.836
H -2.208 1.637 -2.544
H -2.939 3.258 -2.659
H -2.604 2.530 -1.067
H 1.889 2.130 -2.686
C 3.093 1.906 -0.902
C 2.314 4.119 -1.920
H 1.678 4.547 -2.703
H 3.359 4.204 -2.246
H 2.221 4.704 -0.992
H 2.687 1.228 -0.133
H 3.792 2.610 -0.427
H 3.677 1.281 -1.592
C -1.156 3.471 1.021
H 0.384 4.614 0.050
C 1.378 3.289 1.399
H -1.904 3.911 0.348
H -1.248 4.052 1.951
H -1.421 2.419 1.240
H 1.403 2.226 1.682
H 1.276 3.880 2.317
H 2.334 3.575 0.946
F -0.063 -0.210 7.751
C 0.021 -0.207 6.413
C -0.223 0.983 5.723
F -0.414 2.144 6.409
C -0.208 0.956 4.351
F -0.574 2.091 3.699
C 0.170 -0.197 3.555
O 0.160 -0.211 2.288
C 0.550 -1.335 4.372
F 1.171 -2.385 3.772
C 0.363 -1.390 5.741
F 0.483 -2.557 6.426
```

Calculated values
2S+1 ... 3
Molar mass ... 591.95 g/mol
E_HOMO (spin up / spin down) ... -3.94 / -3.94 eV
Net charge ... -1
Expectation value of S² ... 2.03
F_max ... 1.94 eV/Å
E_LUMO (spin up / spin down) ... 0.097 / 0.097 Eh